## i
Here is a molecular structure, C4H10NO from the OMol25 dataset. Energies are from wB97M-V/def2-TZVPD.

The multiplicity is 1. Its charge is -1.

Last column: Mulliken charge in e.
Positions of all 16 atoms, in Å:
C  -1.052  -2.180  -1.293  -1.11
C  -1.669  -1.412  -0.055  -0.39
N  -1.071  0.327  0.190  -0.46
C  0.436  0.473  -0.163  -0.21
C  1.232  1.379  0.920  -0.36
O  2.363  2.018  0.540  -0.86
H  -0.155  -2.789  -1.196  0.35
H  -0.834  -1.494  -2.106  0.32
H  -1.766  -2.881  -1.791  0.34
H  -2.676  -1.103  -0.348  0.22
H  -1.807  -2.160  0.676  0.29
H  -1.173  -0.676  0.838  0.27
H  0.675  0.972  -1.216  0.24
H  0.837  -0.517  -0.042  0.13
H  0.384  2.035  1.301  0.16
H  1.432  0.623  1.778  0.07

---

## ii
Here is 3 unconnected molecules or ions with the total composition C4H10NO from the OMol25 dataset. Energies are from wB97M-V/def2-TZVPD.

The multiplicity is 1. Its charge is -1.

Last column: Mulliken charge in e.
Positions of all 16 atoms, in Å:
C  -0.141  -0.656  -1.681  -0.99
C  -2.546  0.761  -0.544  -0.39
C  -1.794  0.654  0.678  -0.22
N  -3.358  0.020  0.179  -0.41
C  2.987  0.346  1.121  -0.54
O  3.291  -0.475  0.110  -0.85
H  0.206  -0.913  -2.677  0.31
H  -0.173  0.426  -1.579  0.23
H  0.559  -1.004  -0.915  0.29
H  -1.108  -1.098  -1.453  0.18
H  2.442  -0.138  1.989  0.10
H  -2.137  1.113  1.602  0.36
H  -1.125  -0.171  0.895  0.31
H  -3.299  -0.942  -0.154  0.32
H  3.869  0.864  1.611  0.23
H  2.326  1.213  0.817  0.07

---

## iii
Here is a gas-phase ion, C4H10NO (charge -1) from the OMol25 dataset. Energies are from wB97M-V/def2-TZVPD.

The multiplicity is 1. As for the SMILES: CNCCC[O-]. Its charge is -1.

Last column: Mulliken charge in e.
Positions of all 16 atoms, in Å:
C  1.782  -0.427  -0.986  -0.89
N  1.411  0.848  -0.253  -0.58
C  0.357  0.550  0.909  -0.79
C  -0.649  -0.674  0.624  -0.41
C  -2.081  0.120  0.213  -0.75
O  -1.906  1.109  -0.842  -0.89
H  2.632  -1.027  -0.512  0.22
H  2.323  -0.047  -1.907  0.32
H  0.920  -0.890  -1.343  0.39
H  0.767  1.323  -0.889  0.38
H  -0.159  1.462  0.896  0.56
H  1.014  0.171  1.805  0.25
H  -0.501  -1.302  -0.223  0.26
H  -0.890  -1.264  1.565  0.25
H  -2.755  -0.677  -0.116  0.31
H  -2.266  0.726  1.059  0.36

---

## iv
Here is a gas-phase ion, C4H10NO (charge -1) from the OMol25 dataset. Energies are from wB97M-V/def2-TZVPD.

The multiplicity is 1. As for the SMILES: CNCCC[O-]. Its charge is -1.

Last column: Mulliken charge in e.
Positions of all 16 atoms, in Å:
C  1.481  0.944  -1.351  -0.81
N  0.074  1.065  -0.803  -0.58
C  -0.841  -0.079  -0.806  -0.62
C  -1.174  -0.781  0.566  -0.49
C  -0.124  -0.559  1.717  -0.49
O  0.406  0.674  1.748  -0.87
H  1.914  0.090  -0.758  0.26
H  1.923  1.898  -1.066  0.29
H  1.703  0.593  -2.365  0.30
H  0.032  1.242  0.292  0.45
H  -0.375  -0.830  -1.538  0.21
H  -1.780  0.087  -1.315  0.27
H  -2.021  -0.230  0.967  0.27
H  -1.294  -1.873  0.398  0.31
H  -0.562  -0.844  2.710  0.32
H  0.638  -1.396  1.604  0.18

---

The winner here is iv, beating the second structure by 18.3 kcal/mol.

---

## i
Here is 2 unconnected molecules or ions with the total composition C4H10NO from the OMol25 dataset. Energies are from wB97M-V/def2-TZVPD.

The multiplicity is 1. Its charge is -1.

Last column: Mulliken charge in e.
Positions of all 16 atoms, in Å:
C  1.891  -1.731  0.036  -1.15
C  0.825  -0.699  -0.293  0.91
C  -0.137  -1.051  -1.211  -1.21
N  0.991  0.551  0.204  -0.77
H  1.925  -2.053  1.104  0.24
H  2.917  -1.407  -0.237  0.28
H  1.620  -2.613  -0.553  0.29
H  -0.857  -0.329  -1.595  0.32
H  -0.109  -2.077  -1.633  0.18
H  1.887  0.613  0.679  0.07
H  -0.347  1.367  -0.003  0.40
C  -2.049  1.098  0.971  -0.60
O  -1.290  1.771  0.009  -0.61
H  -1.629  1.224  1.995  0.19
H  -3.061  1.532  0.938  0.23
H  -2.143  0.013  0.785  0.23

---

## ii
Here is a molecular structure, C4H10NO from the OMol25 dataset. Energies are from wB97M-V/def2-TZVPD.

The multiplicity is 1. Its charge is -1.

Last column: Mulliken charge in e.
Positions of all 16 atoms, in Å:
C  1.361  0.054  -0.533  -0.42
O  1.618  0.915  0.393  -0.69
C  0.175  -0.829  -0.656  0.59
C  -0.380  -1.072  0.791  -0.30
C  -1.089  0.119  1.421  -1.12
N  -0.303  -1.449  -1.746  -0.94
H  0.609  2.915  -0.935  -0.23
H  2.120  -0.191  -1.284  0.38
H  0.174  0.422  -0.868  -0.14
H  0.414  -1.405  1.460  0.24
H  -1.057  -1.916  0.685  0.38
H  -1.899  0.556  0.781  0.27
H  -1.686  -0.202  2.279  0.38
H  -0.436  0.942  1.672  0.29
H  0.138  3.346  -1.314  0.22
H  0.242  -2.204  -2.145  0.10

---

The winner here is i, beating the second structure by 72.3 kcal/mol.

---

## i
Here is 2 unconnected molecules or ions with the total composition C5H11N from the OMol25 dataset. Energies are from wB97M-V/def2-TZVPD.

The multiplicity is 1.

Last column: Mulliken charge in e.
Positions of all 17 atoms, in Å:
C  1.506  0.839  0.981  -0.83
C  1.747  -0.110  -0.211  -0.98
C  0.506  -0.970  -0.471  -0.11
C  -0.813  -0.157  -0.595  -0.51
C  -1.573  0.072  0.562  -0.54
N  -2.868  -0.327  0.350  -0.29
H  2.344  1.459  1.229  0.36
H  1.315  0.305  1.924  0.27
H  0.562  1.308  0.715  0.20
H  1.887  0.632  -0.983  0.37
H  2.611  -0.750  -0.250  0.39
H  0.567  -1.466  -1.459  0.24
H  0.288  -1.789  0.212  0.35
H  -1.373  -0.240  -1.533  0.34
H  0.042  1.409  -0.997  0.20
H  -3.271  -0.227  -0.579  0.23
H  -3.479  0.012  1.104  0.32

---

## ii
Here is C5H11N in the gas phase from the OMol25 dataset. Energies are from wB97M-V/def2-TZVPD.

The multiplicity is 1. As for the SMILES: CC[C@H]1CN1C.

Last column: Mulliken charge in e.
Positions of all 17 atoms, in Å:
C  2.413  -0.606  0.442  -1.12
C  1.228  -0.208  -0.434  -0.45
C  -0.059  -0.095  0.349  0.07
C  -0.597  1.206  0.827  -0.54
N  -1.185  0.527  -0.315  -0.33
C  -2.475  -0.097  -0.093  -0.83
H  2.604  0.146  1.216  0.30
H  2.226  -1.562  0.947  0.31
H  3.326  -0.719  -0.152  0.35
H  1.419  0.754  -0.925  0.30
H  1.088  -0.943  -1.237  0.22
H  -0.294  -0.957  0.982  0.31
H  -0.061  2.127  0.599  0.23
H  -1.156  1.212  1.764  0.29
H  -2.579  -0.951  -0.770  0.28
H  -3.271  0.620  -0.317  0.28
H  -2.610  -0.458  0.942  0.33

---

The winner here is ii, beating the second structure by 100.3 kcal/mol.

---

## i
Here is C5H11N in the gas phase from the OMol25 dataset. Energies are from wB97M-V/def2-TZVPD.

The multiplicity is 1. As for the SMILES: CC[C@H]1CN1C.

Last column: Mulliken charge in e.
Positions of all 17 atoms, in Å:
C  2.190  -0.975  0.015  -1.24
C  1.332  0.187  -0.476  -0.43
C  0.042  0.339  0.302  -0.11
C  -0.823  1.545  0.474  -0.45
N  -1.171  0.491  -0.447  -0.31
C  -2.237  -0.456  -0.246  -0.86
H  2.618  -0.810  1.010  0.32
H  1.575  -1.879  0.079  0.34
H  3.015  -1.171  -0.677  0.35
H  1.912  1.117  -0.502  0.29
H  1.021  -0.024  -1.505  0.28
H  -0.053  -0.301  1.184  0.40
H  -0.596  2.495  -0.004  0.26
H  -1.281  1.618  1.465  0.28
H  -1.944  -1.390  -0.740  0.29
H  -3.145  -0.103  -0.742  0.29
H  -2.453  -0.683  0.811  0.31

---

## ii
Here is C5H11N in the gas phase from the OMol25 dataset. Energies are from wB97M-V/def2-TZVPD.

The multiplicity is 1. As for the SMILES: C=NCCCC.

Last column: Mulliken charge in e.
Positions of all 17 atoms, in Å:
C  -1.384  -0.831  -1.436  -0.23
N  -1.253  0.384  -1.076  -0.42
C  -1.073  0.488  0.421  -0.69
C  0.286  1.028  0.862  -0.48
C  1.441  0.302  0.158  -0.57
C  1.652  -1.145  0.728  -1.02
H  -1.899  -1.109  -2.345  0.29
H  -1.114  -1.713  -0.842  0.15
H  -1.422  -0.432  0.925  0.43
H  -1.850  1.235  0.645  0.32
H  0.301  2.113  0.860  0.37
H  0.324  0.821  1.939  0.24
H  1.325  0.234  -0.925  0.39
H  2.352  0.913  0.346  0.33
H  2.589  -1.585  0.379  0.34
H  0.660  -1.592  0.681  0.27
H  1.878  -0.900  1.772  0.27

---

## iii
Here is 3 unconnected molecules or ions with the total composition C5H11N from the OMol25 dataset. Energies are from wB97M-V/def2-TZVPD.

The multiplicity is 1.

Last column: Mulliken charge in e.
Positions of all 17 atoms, in Å:
C  -0.477  0.555  -0.258  -0.21
C  -0.174  -0.806  -0.355  -0.49
C  -2.421  -0.640  -0.235  -1.22
N  -0.391  1.270  0.872  -0.26
C  1.919  -0.329  -0.512  -0.29
C  2.706  0.289  0.363  -0.62
H  -0.578  1.129  -1.170  0.31
H  -0.326  2.273  0.833  0.20
H  -0.175  0.807  1.742  0.24
H  -0.076  -1.414  0.530  0.30
H  -0.218  -1.280  -1.319  0.37
H  2.380  -0.868  -1.344  0.23
H  -2.915  0.007  -0.961  0.34
H  -2.760  -0.442  0.780  0.30
H  -2.590  -1.687  -0.482  0.39
H  3.798  0.275  0.317  0.26
H  2.298  0.861  1.200  0.14

---

## iv
Here is 2 unconnected molecules or ions with the total composition C5H11N from the OMol25 dataset. Energies are from wB97M-V/def2-TZVPD.

The multiplicity is 1. As for the SMILES: C=NCC.C=C.

Last column: Mulliken charge in e.
Positions of all 17 atoms, in Å:
C  -1.949  -0.444  0.329  -0.31
N  -0.908  -0.377  -0.368  -0.15
C  -0.521  0.845  -1.046  -0.39
C  0.844  1.428  -0.689  -1.08
H  -2.538  0.426  0.634  0.22
H  -2.228  -1.398  0.754  0.27
H  -0.510  0.575  -2.108  0.22
H  -1.285  1.623  -0.882  0.41
H  1.652  0.764  -0.976  0.26
H  0.910  1.516  0.424  0.25
H  0.963  2.382  -1.199  0.38
C  0.665  -1.526  0.311  -0.58
C  1.098  -0.814  1.363  -0.61
H  -0.001  -2.368  0.426  0.29
H  1.177  -1.483  -0.636  0.23
H  0.659  -0.961  2.338  0.23
H  1.974  -0.188  1.324  0.35

---

The winner here is i, beating the second structure by 3.4 kcal/mol.

---

## i
Here is C5H11N in the gas phase from the OMol25 dataset. Energies are from wB97M-V/def2-TZVPD.

The multiplicity is 1. As for the SMILES: C=C(CC)NC.

Last column: Mulliken charge in e.
Positions of all 17 atoms, in Å:
C  1.246  0.943  0.338  -0.93
C  0.200  0.196  -0.045  0.18
C  -0.191  -1.053  0.723  -0.35
C  0.914  -2.106  0.615  -1.14
N  -0.631  0.576  -1.141  -0.32
C  -1.550  1.669  -0.875  -0.81
H  1.719  1.572  -0.408  0.29
H  1.579  0.993  1.367  0.30
H  -1.048  -1.458  0.185  0.27
H  -0.462  -0.795  1.748  0.32
H  1.797  -1.812  1.182  0.30
H  1.169  -2.174  -0.445  0.34
H  0.628  -3.107  0.935  0.33
H  -0.020  0.748  -1.931  0.30
H  -2.065  1.434  0.061  0.28
H  -0.978  2.585  -0.670  0.33
H  -2.308  1.790  -1.639  0.29

---

## ii
Here is C5H11N in the gas phase from the OMol25 dataset. Energies are from wB97M-V/def2-TZVPD.

The multiplicity is 1. As for the SMILES: CC(C)N1CC1.

Last column: Mulliken charge in e.
Positions of all 17 atoms, in Å:
C  -1.112  -0.191  1.019  -0.95
C  -0.580  0.677  -0.109  0.47
C  -1.392  0.627  -1.405  -1.41
N  0.980  0.227  -0.550  -0.37
C  2.011  0.168  0.517  -0.28
C  1.451  -1.061  -0.092  -0.35
H  -0.376  -1.054  1.097  0.10
H  -1.120  0.275  2.008  0.28
H  -2.053  -0.711  0.820  0.35
H  -0.378  1.704  0.202  0.32
H  -1.673  -0.405  -1.641  0.32
H  -0.753  1.000  -2.205  0.38
H  -2.323  1.214  -1.416  0.35
H  1.663  0.354  1.537  0.20
H  3.019  0.569  0.338  0.23
H  1.892  -1.813  -0.749  0.26
H  0.744  -1.579  0.629  0.11

---

## iii
Here is 2 unconnected molecules or ions with the total composition C5H11N from the OMol25 dataset. Energies are from wB97M-V/def2-TZVPD.

The multiplicity is 1. As for the SMILES: C=CC.C=CN.

Last column: Mulliken charge in e.
Positions of all 17 atoms, in Å:
C  -0.980  -1.958  0.767  -0.84
C  -1.673  -1.299  -0.278  0.03
C  -2.120  -2.257  -1.494  -0.91
H  -0.901  -1.428  1.698  0.29
H  -0.678  -2.980  0.721  0.26
H  -1.816  -0.213  -0.293  0.38
H  -3.129  -2.656  -1.072  0.23
H  -2.366  -1.854  -2.537  0.29
H  -1.383  -3.091  -1.536  0.27
C  1.095  2.929  0.906  -0.73
C  1.981  1.967  0.586  0.03
N  1.922  0.902  -0.402  -0.63
H  0.428  3.491  0.291  0.30
H  1.012  3.338  1.952  0.18
H  2.700  1.793  1.386  0.27
H  0.949  1.024  -0.838  0.27
H  1.906  -0.029  0.121  0.30

---

The winner here is i, beating the second structure by 19.8 kcal/mol.